Model i:
C8H11NO2S in the gas phase. Source: the OMol25 dataset; level of theory: ωB97M-V with the def2-TZVPD basis set.

```
23
Properties=species:S:1:pos:R:3:mulliken_charge:R:1
N -2.19752 1.86255 -0.84054 -0.639
C -0.80501 1.62277 -0.44014 -1.247
C -0.40533 0.19179 -0.30313 0.942
C -1.19768 -0.59500 0.78196 -0.748
C -2.73950 -0.60839 0.42053 0.433
O -3.59611 -0.34940 1.23234 -0.559
O -3.07509 -1.31547 -0.69742 -0.485
C 1.07631 -0.02954 -0.08988 -0.122
C 1.74046 -1.05076 -0.79686 -0.989
C 3.00668 -1.14166 -0.51057 -0.140
S 3.56164 0.21677 0.42828 -0.144
C 1.93906 0.81152 0.61464 -0.442
H -2.41475 1.23258 -1.62652 0.330
H -2.78445 1.68501 -0.05713 0.338
H -0.58591 2.05121 0.57106 0.334
H -0.00299 2.13484 -1.11725 0.352
H -0.71138 -0.23416 -1.30240 0.514
H -0.95758 -1.62233 0.84251 0.468
H -0.98306 -0.18847 1.73923 0.377
H -2.21590 -1.55212 -1.18952 0.395
H 1.23246 -1.84141 -1.31188 0.323
H 3.79781 -1.84694 -0.87805 0.369
H 1.70182 1.79024 1.02245 0.340
```

Calculated values
- M (g/mol) = 185.2
- gap between HOMO and LUMO (eV) = 9.532
- net charge = 0
- SMILES = NC[C@H](CC(=O)O)c1ccsc1
- LUMO (eV) = 0.38

Model ii:
C8H11NO2S in the gas phase. Source: the OMol25 dataset; level of theory: ωB97M-V with the def2-TZVPD basis set.

```
23
Properties=species:S:1:pos:R:3:mulliken_charge:R:1
C -1.66171 -0.99662 -2.04657 0.145
C -0.93534 -0.47392 -1.27438 -1.795
C -0.07073 0.29880 -0.33299 0.836
C -0.99139 1.44581 0.07426 -0.784
S -0.17910 2.76715 0.89566 -0.279
N 0.32615 -0.51395 0.81891 -0.141
C -0.44422 -1.37204 1.49963 0.624
C 0.42610 -2.05986 2.61456 -1.123
O -1.63087 -1.42208 1.40001 -0.586
C 1.17481 0.59801 -1.07133 0.923
C 0.89663 1.27571 -2.34836 -1.086
O 2.21294 0.18384 -0.65676 -0.594
H -2.11915 -1.60678 -2.74897 0.571
H -1.67282 1.89951 -0.74064 0.371
H -1.83812 0.96171 0.64687 0.469
H 0.92689 2.01525 1.34966 0.164
H 1.37738 -0.65470 0.94202 0.437
H 0.14832 -1.72524 3.65371 0.267
H 0.15422 -3.05425 2.59254 0.344
H 1.43643 -1.74872 2.57551 0.310
H 0.88973 0.44307 -3.06183 0.300
H -0.11713 1.69523 -2.19585 0.250
H 1.69097 2.04407 -2.58567 0.376
```

Calculated values
- M (g/mol) = 185.2
- gap between HOMO and LUMO (eV) = 9.774
- net charge = 0
- SMILES = C#C[C@@](CS)(NC(C)=O)C(C)=O
- LUMO (eV) = 0.58

Most stable = model i

Model i:
A gas-phase ion, C5H12NO (charge +1). Source: the OMol25 dataset; level of theory: ωB97M-V with the def2-TZVPD basis set.

```
19
Properties=species:S:1:pos:R:3:mulliken_charge:R:1
C 2.08329 -0.34669 -0.60726 -1.258
C 1.08411 -0.54317 0.47150 0.235
C 0.20119 0.67031 0.91007 -0.723
N -1.09136 0.16715 0.42570 0.130
C -1.68069 1.14495 -0.49920 -0.951
C -0.61594 -1.10114 -0.10851 -0.262
O -1.12899 -2.17601 0.57474 -0.507
H 3.07956 -0.09652 -0.24950 0.361
H 1.71779 0.55403 -1.16732 0.294
H 2.15547 -1.13793 -1.38018 0.317
H 1.35758 -1.21733 1.27883 0.466
H 0.32508 0.77782 2.03829 0.257
H 0.60577 1.73389 0.50387 0.319
H -1.65576 0.15703 1.31764 0.420
H -2.45454 0.70111 -1.07736 0.395
H -2.09857 2.07871 -0.11392 0.305
H -0.86182 1.25797 -1.23248 0.403
H -0.66069 -1.19497 -1.22079 0.410
H -1.38198 -2.89195 -0.03232 0.389
```

Calculated values
- M (g/mol) = 102.2
- gap between HOMO and LUMO (eV) = 11.028
- net charge = +1
- SMILES = C[C@H]1C[N@@H+](C)[C@@H]1O
- LUMO (eV) = -2.95

Model ii:
2 unconnected molecules or ions with the total composition C5H12NO. Source: the OMol25 dataset; level of theory: ωB97M-V with the def2-TZVPD basis set.

```
19
Properties=species:S:1:pos:R:3:mulliken_charge:R:1
C -1.35524 -1.26855 0.11528 -0.945
C 0.11348 -1.15938 -0.23192 -0.750
C 0.86702 -0.46008 0.87009 0.646
C 1.42494 -0.98910 1.94480 -0.896
C 0.27836 1.76633 0.00822 0.014
N 0.82564 0.97313 0.85543 -0.001
H -1.81981 -2.05789 -0.47210 0.329
H -1.95244 -0.39156 -0.14591 0.288
H -1.50620 -1.51727 1.17146 0.363
H 0.24669 -0.60685 -1.15515 0.350
H 0.57979 -2.13105 -0.35188 0.377
H 1.47260 -2.05020 2.09609 0.299
H 1.79668 -0.33193 2.72825 0.299
H 0.29457 2.81055 0.27821 0.309
H -0.05744 1.34873 -0.94406 0.042
H 1.34379 1.43151 1.60088 0.290
H -2.03423 0.34412 -2.87961 0.311
H -1.32699 1.66022 -3.15415 0.272
O -1.42390 0.98296 -2.47116 -0.597
```

Calculated values
- M (g/mol) = 102.2
- gap between HOMO and LUMO (eV) = 9.420
- net charge = +1
- LUMO (eV) = -4.98

Most stable = model ii

Model i:
2 unconnected molecules or ions with the total composition C9H14. Source: the OMol25 dataset; level of theory: ωB97M-V with the def2-TZVPD basis set.

```
23
Properties=species:S:1:pos:R:3:mulliken_charge:R:1
C 3.02003 2.74516 1.69395 -0.707
C 1.71621 3.54850 2.15742 -0.792
H 3.85799 2.95254 2.47013 0.301
H 2.80786 1.60523 1.80795 0.125
H 3.35585 3.10371 0.76177 0.292
H 0.79594 3.27383 1.52496 0.220
H 1.78175 4.60298 1.85931 0.278
H 1.73539 3.51991 3.22588 0.287
C -2.82414 -2.13564 -2.48621 -1.252
C 0.19184 -1.27407 0.33273 -0.106
C -0.64539 -2.38810 0.55095 -0.454
C 0.13692 -0.50194 -0.85274 -0.454
C -1.62810 -2.63176 -0.35892 -0.286
C -0.96398 -0.68010 -1.72503 -0.306
C -1.81041 -1.72862 -1.44793 1.085
H 0.89220 -1.03623 1.14244 0.377
H -0.32357 -3.13029 1.39814 0.314
H 0.72371 0.46209 -0.87799 0.360
H -2.17204 -3.64512 -0.39295 0.255
H -1.28981 0.04806 -2.49443 0.386
H -3.01118 -3.22950 -2.44028 0.381
H -2.51843 -1.85897 -3.54983 0.370
H -3.82864 -1.62164 -2.29934 0.326
```

Calculated values
- <S²> = 0.77
- multiplicity = 2
- M (g/mol) = 122.2
- gap between HOMO and LUMO (alpha / beta) (eV) = 9.482 / 5.476
- net charge = +1
- LUMO (alpha / beta) (eV) = -4.37 / -8.37

Model ii:
2 unconnected molecules or ions with the total composition C9H14. Source: the OMol25 dataset; level of theory: ωB97M-V with the def2-TZVPD basis set.

```
23
Properties=species:S:1:pos:R:3:mulliken_charge:R:1
C 0.22949 2.83342 0.69772 -1.372
C 2.23258 1.45746 0.01637 -0.458
C 0.97683 1.54549 0.65757 1.073
C 2.78136 0.22763 -0.12625 -0.344
C 2.13863 -0.94528 0.36930 -0.407
C 0.32368 0.38995 1.15464 -0.308
C 0.83827 -0.86988 0.95175 -0.470
H 2.68665 2.35285 -0.38430 0.463
H 3.78147 0.10091 -0.52373 0.406
H -0.55405 2.78064 1.45245 0.389
H -0.15767 3.13201 -0.27758 0.335
H 2.62757 -1.87916 0.12719 0.407
H -0.62156 0.43358 1.67722 0.354
H 0.28097 -1.72643 1.29958 0.486
H 0.84039 3.66962 1.05579 0.423
C -2.16141 -0.99248 -1.30695 -0.715
C -2.41658 -2.41281 -0.74253 -0.816
H -2.78627 -0.70172 -2.15007 0.378
H -2.56365 -0.27838 -0.57778 0.194
H -1.11188 -0.83644 -1.51731 0.188
H -3.14879 -2.35957 0.05159 0.270
H -1.48228 -2.83443 -0.37023 0.217
H -2.73377 -3.08700 -1.53442 0.308
```

Calculated values
- <S²> = 0.77
- multiplicity = 2
- M (g/mol) = 122.2
- gap between HOMO and LUMO (alpha / beta) (eV) = 10.053 / 6.170
- net charge = +1
- LUMO (alpha / beta) (eV) = -4.42 / -8.31

Model iii:
2 unconnected molecules or ions with the total composition C9H14. Source: the OMol25 dataset; level of theory: ωB97M-V with the def2-TZVPD basis set.

```
23
Properties=species:S:1:pos:R:3:mulliken_charge:R:1
C 0.63289 -2.47909 1.34539 -1.474
C 1.48568 0.43289 -0.99874 -0.558
C 1.47702 -0.44296 0.11081 -0.167
C 0.41852 0.38686 -1.82983 -0.340
C 0.51803 -1.49152 0.26456 1.029
C -0.69428 -0.50902 -1.55481 -0.549
C -0.54516 -1.51885 -0.62126 -0.286
H 2.39029 0.99714 -1.17206 0.411
H 2.23463 -0.21583 0.85284 0.437
H 0.27669 1.01579 -2.65793 0.443
H -1.58662 -0.40993 -2.15784 0.457
H 1.59478 -2.70363 1.79429 0.410
H 0.15510 -3.41830 1.05662 0.386
H -1.28379 -2.28012 -0.47901 0.437
H 0.06783 -2.21334 2.22777 0.346
C -0.78670 1.83520 1.16065 -0.387
C -1.86709 2.89858 1.05712 -1.200
H -0.84016 1.29889 0.20624 -0.042
H 0.17578 2.27981 1.12183 0.344
H -0.98746 1.08865 1.92444 0.303
H -2.87908 2.53318 1.21097 0.327
H -1.76144 3.63283 1.86981 0.344
H -1.76800 3.60812 0.23640 0.331
```

Calculated values
- <S²> = 0.77
- multiplicity = 2
- M (g/mol) = 122.2
- gap between HOMO and LUMO (alpha / beta) (eV) = 9.852 / 6.086
- net charge = +1
- LUMO (alpha / beta) (eV) = -4.49 / -8.27

Most stable = model ii

Model i:
A gas-phase ion, C3H8NO2 (charge +1). Source: the OMol25 dataset; level of theory: ωB97M-V with the def2-TZVPD basis set.

```
14
Properties=species:S:1:pos:R:3:mulliken_charge:R:1
C -0.81298 0.35664 1.66898 -0.946
N -0.91174 0.05050 0.20955 -0.165
C 0.23585 0.53812 -0.62543 -0.451
C 1.09536 -0.68088 -0.99077 0.491
O 1.20666 -1.55665 -0.18129 -0.487
O 1.64508 -0.54222 -2.17820 -0.392
H -1.78996 0.14140 2.09332 0.385
H -0.54800 1.37383 1.81091 0.408
H -0.12300 -0.31473 2.17146 0.328
H -1.73805 0.57670 -0.07673 0.402
H -1.10090 -0.93957 0.04915 0.369
H -0.15619 1.05396 -1.50014 0.401
H 0.83045 1.23595 -0.04336 0.280
H 2.16742 -1.29307 -2.40746 0.375
```

Calculated values
- M (g/mol) = 90.1
- gap between HOMO and LUMO (eV) = 11.998
- net charge = +1
- SMILES = C[NH2+]CC(=O)O
- LUMO (eV) = -3.57

Model ii:
A gas-phase ion, C3H8NO2 (charge +1). Source: the OMol25 dataset; level of theory: ωB97M-V with the def2-TZVPD basis set.

```
14
Properties=species:S:1:pos:R:3:mulliken_charge:R:1
C -1.25981 1.13295 0.79747 -1.376
C -0.15792 0.11096 0.74744 0.261
N -0.70059 -1.27857 1.01536 -0.330
C 0.55279 0.05639 -0.62419 0.582
O 0.72589 -1.07849 -1.04587 -0.595
O 1.12510 1.08800 -1.15599 -0.427
H -2.07384 1.05980 0.00749 0.358
H -1.73434 1.01190 1.79805 0.379
H -0.92591 2.18777 0.60306 0.370
H 0.52846 0.49518 1.58041 0.231
H -1.28434 -1.70112 0.22005 0.386
H -1.19711 -1.27744 1.92649 0.373
H 0.10949 -1.90508 0.97435 0.376
H 1.51955 0.86026 -2.05803 0.411
```

Calculated values
- M (g/mol) = 90.1
- gap between HOMO and LUMO (eV) = 11.597
- net charge = +1
- SMILES = C[C@@H]([NH3+])C(=O)O
- LUMO (eV) = -3.76

Model iii:
A molecular structure, C3H8NO2. Source: the OMol25 dataset; level of theory: ωB97M-V with the def2-TZVPD basis set.

```
14
Properties=species:S:1:pos:R:3:mulliken_charge:R:1
O 0.22279 1.10509 0.51204 -0.458
C 1.13887 1.14606 1.50065 -0.092
O 1.99296 0.05669 1.65176 -0.455
H 1.77938 2.02409 1.31036 0.274
H 2.16829 -0.36200 0.80814 0.297
C -1.53346 -0.83574 -1.66487 0.176
C -1.10234 -2.06818 -1.22398 -0.450
N -1.14694 0.30400 -1.13329 -0.226
H -2.18579 -0.73288 -2.54073 0.368
H -1.63598 -2.98539 -1.44748 0.293
H -0.36053 -2.17225 -0.43315 0.273
H -1.16346 1.10620 -1.76306 0.298
H 0.74001 1.30639 2.52414 0.306
H -0.50732 0.45271 -0.11419 0.396
```

Calculated values
- M (g/mol) = 90.1
- gap between HOMO and LUMO (eV) = 4.108
- net charge = +1
- LUMO (eV) = -9.34

Model iv:
A gas-phase ion, C3H8NO2 (charge +1). Source: the OMol25 dataset; level of theory: ωB97M-V with the def2-TZVPD basis set.

```
14
Properties=species:S:1:pos:R:3:mulliken_charge:R:1
C 0.55347 -1.05142 -0.39404 -0.765
C -1.18916 0.41638 -0.22572 -0.134
C -0.04191 1.03080 0.50416 0.002
N 0.79946 -0.16270 0.82024 -0.171
O -2.29255 -0.05373 0.32904 -0.449
O 0.80040 1.88571 -0.30211 -0.461
H 0.41814 -2.03672 -0.23616 0.418
H 0.79491 -0.70136 -1.37082 0.320
H -1.29580 0.69958 -1.34280 0.304
H -0.26711 1.64617 1.46931 0.408
H 0.42170 -0.63957 1.70222 0.405
H 1.84879 0.09232 0.91917 0.370
H -2.74336 -0.77607 -0.26777 0.426
H 0.53957 1.76092 -1.18722 0.328
```

Calculated values
- M (g/mol) = 90.1
- gap between HOMO and LUMO (alpha / beta) (eV) = 8.592 / 8.487
- net charge = +1
- LUMO (alpha / beta) (eV) = -4.64 / -4.68

Most stable = model i

Model i:
A gas-phase ion, C2H3NO3P (charge -1). Source: the OMol25 dataset; level of theory: ωB97M-V with the def2-TZVPD basis set.

```
10
Properties=species:S:1:pos:R:3:mulliken_charge:R:1
N 1.48767 0.01229 -0.16317 -0.506
C 0.54365 0.94868 -0.10153 0.526
O 0.75527 1.94992 -0.83400 -0.683
P -0.82284 0.76331 1.05664 -0.145
C -1.62590 -0.82758 -0.04793 0.461
O -0.84027 -1.65466 -0.42741 -0.605
O -2.78185 -0.51924 -0.33917 -0.610
H 2.29753 0.30185 -0.93689 0.250
H 1.15150 -0.95215 -0.25025 0.321
H -0.16476 -0.02244 2.04370 -0.009
```

Calculated values
- M (g/mol) = 120.0
- gap between HOMO and LUMO (eV) = 8.191
- net charge = -1
- SMILES = NC(=O)PC(=O)[O-]
- LUMO (eV) = 4.15

Model ii:
A molecular structure, C2H3NO3P. Source: the OMol25 dataset; level of theory: ωB97M-V with the def2-TZVPD basis set.

```
10
Properties=species:S:1:pos:R:3:mulliken_charge:R:1
C 0.06282 0.23680 0.51984 -0.545
C -0.39750 -0.02800 -0.68004 0.004
N -1.54428 0.53458 -1.29198 -0.003
O -3.79009 -1.55454 -2.69254 -0.607
O -2.31162 1.12620 -0.49200 -0.472
O -1.42574 -1.74826 -3.48423 -0.560
P -2.32451 -1.43598 -2.34650 0.444
H 0.85368 -0.24544 1.17761 0.251
H -0.69347 0.92998 1.05712 0.196
H 0.22440 -0.65101 -1.39606 0.291
```

Calculated values
- M (g/mol) = 120.0
- gap between HOMO and LUMO (alpha / beta) (eV) = 7.032 / 6.686
- net charge = -1
- LUMO (alpha / beta) (eV) = 2.99 / 2.74

Most stable = model i

Model i:
C3H5NO2 in the gas phase. Source: the OMol25 dataset; level of theory: ωB97M-V with the def2-TZVPD basis set.

```
11
Properties=species:S:1:pos:R:3:mulliken_charge:R:1
C -0.24789 0.85637 1.50907 -0.765
C -0.53637 0.23885 0.37705 0.439
N -0.75199 -1.16285 0.18225 -0.270
O 0.17202 -1.42146 -0.91869 -0.264
C 0.76159 -0.15711 -1.18675 -0.171
O -0.22128 0.78930 -0.85043 -0.383
H -0.31033 0.34853 2.46074 0.294
H 0.12210 1.87328 1.44952 0.271
H -1.65316 -1.29364 -0.28139 0.288
H 1.61379 0.00437 -0.50985 0.310
H 1.05153 -0.07565 -2.23153 0.251
```

Calculated values
- M (g/mol) = 87.1
- gap between HOMO and LUMO (eV) = 10.489
- net charge = 0
- SMILES = C=C1NOCO1
- LUMO (eV) = 0.98

Model ii:
C3H5NO2 in the gas phase. Source: the OMol25 dataset; level of theory: ωB97M-V with the def2-TZVPD basis set.

```
11
Properties=species:S:1:pos:R:3:mulliken_charge:R:1
H 1.54025 1.80283 -1.00419 0.233
N 0.84283 1.13456 -0.68634 -0.557
C 1.34615 -0.02050 -0.55728 0.091
O 0.64104 -1.07126 -0.12254 -0.328
C -0.76189 -0.84758 0.03714 -0.297
C -1.11076 0.32806 0.95218 0.070
O -0.95578 0.26642 2.14700 -0.467
H 2.37561 -0.32409 -0.77080 0.366
H -1.13868 -1.76433 0.49609 0.257
H -1.21947 -0.71127 -0.95021 0.287
H -1.55930 1.20717 0.45896 0.346
```

Calculated values
- M (g/mol) = 87.1
- gap between HOMO and LUMO (eV) = 10.686
- net charge = 0
- SMILES = [H]/N=C/OCC=O
- LUMO (eV) = 0.89

Model iii:
C3H5NO2 in the gas phase. Source: the OMol25 dataset; level of theory: ωB97M-V with the def2-TZVPD basis set.

```
11
Properties=species:S:1:pos:R:3:mulliken_charge:R:1
C 1.12058 1.23197 -0.48973 -0.931
C 0.04761 0.19697 -0.32694 0.637
O -0.69097 -0.08295 -1.26795 -0.597
N -0.21704 -0.46894 0.82438 -0.189
C -1.34124 -1.36106 0.46641 0.158
O -2.47935 -1.15122 0.75642 -0.444
H 0.63064 2.21084 -0.49585 0.259
H 1.53877 1.07190 -1.48617 0.275
H 1.91176 1.22300 0.26146 0.332
H 0.26033 -0.36357 1.71355 0.192
H -0.99510 -2.23737 -0.10052 0.308
```

Calculated values
- M (g/mol) = 87.1
- gap between HOMO and LUMO (eV) = 10.913
- net charge = 0
- SMILES = CC(=O)NC=O
- LUMO (eV) = 0.77

Most stable = model iii